1.
# C27H37BF28N3O5S

A 4-piece molecular cluster, C27H37BF28N3O5S overall in a non-equilibrium geometry (ωB97M-V/def2-TZVPD, OMol25).

As for the energy above the lowest of the compared OMol25 structures with the same formula, charge and spin: 175.8 kJ/mol. As for the net charge: +1. The value obtained for the highest occupied orbital energy is -11.5890 eV.

CARTESIAN COORDINATES (ANGSTROEM)
C 2.5338 4.6139 3.2444
C 3.6457 3.5889 3.5568
C 3.7764 2.4532 2.5253
C 2.4571 1.7169 2.2102
N 2.1863 1.8186 0.7669
C 1.1042 0.9823 0.2670
C 1.6200 -0.0956 -0.7240
C 2.2871 -1.3245 -0.1000
O 1.5579 -1.8931 0.9581
C 3.7647 -1.1245 0.3289
F 4.4127 -2.2622 0.0222
F 4.4040 -0.1682 -0.3215
F 3.9214 -1.0068 1.6250
C 0.3770 2.0179 -0.7679
F 0.5196 1.8003 -2.1171
C -1.0463 2.4553 -0.2862
N -1.1270 1.8017 1.1011
S -1.0086 3.0634 2.3416
B -2.6223 1.4006 1.1723
C -3.1335 0.0021 1.7094
O -3.5548 2.2912 0.7874
C -0.1342 0.6719 1.1354
N -0.0260 -0.0431 2.3701
H 2.7360 5.5861 3.6951
H 2.2895 4.6844 2.1771
H 1.6111 4.2555 3.7369
H 3.5685 3.2264 4.5872
H 4.5956 4.1402 3.5275
H 4.4912 1.7317 2.9418
H 4.2669 2.8667 1.6408
H 2.4573 0.7009 2.6154
H 1.6421 2.2467 2.7269
H 3.0165 1.7770 0.1960
H 2.3299 0.3142 -1.4421
H 0.7421 -0.4763 -1.2610
H 2.3271 -2.0867 -0.8923
H 2.0144 -2.6989 1.2194
H 0.9338 2.9467 -0.6251
H -0.9783 3.5102 -0.0608
H -1.7647 2.1447 -1.0452
H 0.1500 3.7362 2.0533
H -2.4478 -0.8241 1.4934
H -4.0657 -0.2258 1.1820
H -3.2815 -0.0076 2.7938
H -4.3894 1.8123 0.7504
H -0.6646 -0.0550 0.4887
H -0.3738 0.4761 3.1646
H -0.4152 -0.9689 2.3243
C -3.2002 -4.1759 -3.8997
C -2.2216 -4.9114 -2.9677
C -2.6146 -5.0283 -1.4922
F -2.8411 -3.8215 -0.9151
F -1.6075 -5.6094 -0.8015
F -0.9939 -4.3562 -3.0973
F -2.1131 -6.1791 -3.4417
O -2.9758 -2.7878 -4.1394
C -3.4102 -1.8879 -3.1979
C -2.2541 -1.2245 -2.4435
F -1.3894 -2.1268 -1.9443
F -2.7433 -0.5139 -1.3857
F -4.2932 -2.4719 -2.3649
F -4.0821 -0.9221 -3.8522
H -3.0681 -4.6313 -4.8798
H -4.2391 -4.3726 -3.6356
H -3.5082 -5.6464 -1.3735
H -1.6960 -0.5517 -3.0976
C 8.1025 3.2136 -1.9854
C 6.8765 3.3018 -1.0617
C 5.5618 2.7293 -1.5909
F 5.1753 3.2800 -2.7549
F 4.5644 2.9781 -0.6879
F 6.7176 4.5819 -0.6640
F 7.1810 2.5929 0.0632
O 8.4057 4.3340 -2.8021
C 7.7122 4.5002 -3.9869
C 6.7471 5.6909 -3.9477
F 5.9409 5.6419 -2.8666
F 5.9586 5.6791 -5.0449
F 7.0986 3.3497 -4.3282
F 8.6284 4.7413 -4.9406
H 8.9613 3.1412 -1.3196
H 8.1121 2.2868 -2.5601
H 5.6319 1.6472 -1.7266
H 7.3008 6.6310 -3.9186
C -7.9896 -3.0762 2.1258
C -8.2232 -4.3981 1.3762
C -7.8286 -5.6886 2.0966
F -6.5309 -5.6980 2.4710
F -8.0082 -6.7408 1.2646
F -7.6314 -4.3204 0.1622
F -9.5597 -4.4775 1.1390
O -6.7743 -2.3732 1.8756
C -5.6288 -2.7733 2.5280
C -4.6062 -3.4305 1.5897
F -5.1619 -4.4132 0.8596
F -3.6017 -3.9755 2.3136
F -5.9452 -3.5502 3.5747
F -5.0647 -1.6503 3.0427
H -8.7588 -2.3966 1.7624
H -8.1816 -3.1740 3.1940
H -8.4508 -5.8459 2.9820
H -4.1859 -2.6928 0.9022

---

2.
# C27H37BrCl2NO3

A 2-piece molecular cluster, C27H37BrCl2NO3 overall in a non-equilibrium geometry (ωB97M-V/def2-TZVPD, OMol25).

As for the net charge: +1. The value obtained for the highest occupied orbital energy is -11.0852 eV.

CARTESIAN COORDINATES (ANGSTROEM)
C 0.3476 4.6063 1.1611
C -0.2405 3.4387 0.8122
C 0.5402 2.1652 0.3912
C 1.2444 1.3027 1.3831
C 1.1557 1.6714 2.9160
C -0.3781 1.5219 3.3263
C -0.6227 0.7440 4.6799
C -2.0507 1.2344 5.2128
C -0.8227 -0.8184 4.3532
C 1.9986 0.1159 0.9506
N 2.0589 -0.2002 -0.3933
O 2.7971 -1.2902 -0.7496
C 4.1893 -0.8715 -0.9715
C 4.9060 -2.1227 -1.6589
O 4.2229 -3.2760 -1.1884
C 4.3693 -4.4066 -2.0712
C 4.5198 -5.6876 -1.1307
C 1.4037 0.5340 -1.3798
C 1.5750 0.0231 -2.8349
C 0.9242 -1.3873 -3.0926
O 0.2171 -1.9662 -2.3411
Br 1.4208 -2.2158 -4.8326
C 0.6325 1.7245 -1.0344
C -0.1471 2.5946 -2.0967
C -1.6844 2.3633 -1.7642
C -2.0896 0.9558 -1.5625
C -3.4592 0.6179 -1.2112
C -4.4757 1.6839 -1.0342
C -5.9075 1.2338 -0.6187
C -4.0480 3.0580 -1.2650
C -2.6572 3.4392 -1.6215
H -0.2628 5.5078 1.4361
H 1.4601 4.7560 1.2229
H -1.3606 3.3846 0.8206
H 1.4160 2.7563 3.0017
H 1.8561 1.0599 3.5389
H -0.8608 2.5345 3.3825
H -0.9145 0.9784 2.4926
H 0.1913 0.9068 5.4303
H -2.3548 0.7307 6.1612
H -2.7733 1.0493 4.3622
H -1.9904 2.3576 5.3013
H 0.0719 -1.4319 4.6336
H -1.7674 -1.1640 4.8638
H -1.0118 -0.9889 3.2505
H 2.5409 -0.5530 1.6581
H 4.2648 0.0491 -1.6055
H 4.6329 -0.6898 0.0521
H 6.0042 -2.1279 -1.3934
H 4.8380 -2.0081 -2.7768
H 5.2332 -4.2863 -2.7741
H 3.4214 -4.5680 -2.6646
H 5.5864 -5.7027 -0.7907
H 3.7999 -5.5780 -0.2707
H 4.2672 -6.5852 -1.7485
H 1.2398 0.7419 -3.6251
H 2.6836 -0.1197 -3.0111
H 0.1074 3.6801 -2.0091
H 0.0346 2.2112 -3.1300
H -1.3437 0.1264 -1.6577
H -3.7594 -0.4534 -1.0349
H -6.0993 0.1706 -0.9263
H -6.7232 1.9127 -0.9735
H -5.9527 1.2343 0.5128
H -4.7978 3.8728 -1.1290
H -2.3785 4.5061 -1.7667
C -3.8601 -3.8755 -1.9682
Cl -3.5130 -4.7699 -0.4859
Cl -4.0416 -2.1407 -1.6461
H -3.0400 -4.0179 -2.6668
H -4.7839 -4.2521 -2.3998

---

3.
# C27H37BrCl41F2N4O3

A 14-piece molecular cluster, C27H37BrCl41F2N4O3 overall in a non-equilibrium geometry (ωB97M-V/def2-TZVPD, OMol25).

As for the net charge: +1. The value obtained for the highest occupied orbital energy is -12.2550 eV.

CARTESIAN COORDINATES (ANGSTROEM)
C 6.6105 -1.4006 1.7081
C 6.3628 -1.3866 0.1815
C 5.8060 -0.0521 -0.3302
O 4.5762 -0.2163 -1.0412
C 3.5159 0.5546 -0.5625
C 2.8485 -0.1039 0.6677
C 1.8939 -1.2526 0.2061
C 2.4121 -2.6893 0.4732
Cl 3.0600 -3.3603 -1.0436
C 1.3342 -3.6179 1.0572
C 0.3377 -4.1292 0.0046
Cl 2.1868 -5.0380 1.7594
N 0.4996 -1.0327 0.7094
C 0.0990 0.3522 0.3406
C 0.8798 1.3394 1.2076
Br 1.0077 2.9543 0.0157
C 0.0298 1.7049 2.4286
N -0.7403 0.5226 2.8649
N 2.2216 0.9148 1.5176
N 2.5658 0.8833 2.8882
C 3.8626 1.3135 3.1738
O 4.5202 0.8352 4.0422
F 4.2631 2.3125 2.4122
C 2.2482 -0.3094 3.6238
O 1.4310 -0.3528 4.4690
F 2.9055 -1.4013 3.2412
H 6.0366 -0.6080 2.1919
H 6.3195 -2.3423 2.1610
H 7.6563 -1.1994 1.9215
H 5.7158 -2.2091 -0.1171
H 7.3323 -1.5414 -0.2872
H 6.5346 0.4193 -0.9890
H 5.6630 0.6233 0.5165
H 3.8456 1.5526 -0.2611
H 2.7954 0.7070 -1.3647
H 3.6638 -0.5820 1.2056
H 1.7978 -1.1812 -0.8756
H 3.2561 -2.7005 1.1561
H 0.7937 -3.1725 1.8882
H 0.4173 -3.5691 -0.9285
H 0.4941 -5.1837 -0.1907
H -0.6902 -4.0165 0.3409
H 0.4139 -1.1430 1.7275
H -0.1462 -1.6740 0.2443
H -0.9704 0.5061 0.3966
H 0.3715 0.5062 -0.7014
H -0.6680 2.4789 2.1161
H 0.5946 2.1402 3.2411
H -1.6235 0.4896 2.3713
H -0.9813 0.6226 3.8437
C 1.3566 -1.2543 -4.2883
Cl 2.8909 -1.1028 -3.4443
Cl 0.0738 -1.6081 -3.1062
Cl 0.9666 0.1820 -5.2144
H 1.4190 -2.0944 -4.9690
C 6.0673 -6.0946 1.5293
Cl 5.3344 -4.8541 2.5518
Cl 4.9798 -6.4824 0.1974
Cl 7.6346 -5.5577 0.9307
H 6.2135 -6.9878 2.1213
C -3.0330 -3.7062 -3.8051
Cl -4.6850 -4.2870 -3.6439
Cl -2.1493 -3.9051 -2.2827
Cl -2.1914 -4.5295 -5.1144
H -3.0640 -2.6495 -4.0365
C -2.8443 4.3155 -0.8237
Cl -1.9693 4.3274 0.7141
Cl -2.0330 3.3193 -2.0311
Cl -4.4993 3.7489 -0.5882
H -2.8857 5.3311 -1.1965
C 1.9934 -6.3631 -2.2086
Cl 1.4579 -5.2455 -3.4671
Cl 0.6115 -7.1938 -1.4865
Cl 3.1591 -7.5274 -2.8340
H 2.4784 -5.7819 -1.4336
C -0.8078 -0.7246 -8.8928
Cl -1.1674 0.8114 -8.1004
Cl 0.0978 -1.7938 -7.8153
Cl -2.2856 -1.5040 -9.4442
H -0.1888 -0.5205 -9.7558
C -5.0482 5.4887 -4.2117
Cl -4.2446 6.3656 -2.8945
Cl -3.8596 4.7116 -5.2520
Cl -6.1941 4.3119 -3.5730
H -5.5951 6.2093 -4.8026
C -1.4863 2.6525 7.3478
Cl -2.2155 3.9469 8.2859
Cl -2.5947 2.1135 6.0731
Cl 0.0531 3.1693 6.6581
H -1.3013 1.8153 8.0068
C 0.5753 5.7536 3.5219
Cl 0.1230 6.6210 2.0579
Cl -0.8240 4.9592 4.2434
Cl 1.8597 4.5752 3.1944
H 0.9649 6.4687 4.2339
C -3.0780 -5.5850 2.1062
Cl -1.4285 -5.1414 2.5643
Cl -4.2105 -4.3258 2.5931
Cl -3.1778 -5.8800 0.3707
H -3.3359 -6.4993 2.6234
C -5.2739 8.6232 -7.5235
Cl -6.9420 8.0521 -7.5260
Cl -4.5062 8.2775 -5.9687
Cl -4.3596 7.8999 -8.8427
H -5.2811 9.6957 -7.6621
C -7.4346 -3.0441 4.9666
Cl -9.0998 -2.7343 5.4415
Cl -7.0593 -2.2444 3.4356
Cl -6.3118 -2.5317 6.2274
H -7.3157 -4.1097 4.8243
C -5.9257 6.6895 1.0829
Cl -4.5014 6.7137 2.1287
Cl -7.3765 6.3110 2.0083
Cl -6.1007 8.2239 0.2316
H -5.7851 5.9121 0.3452

---

4.
# C27H37BrN3O8RuSe2SiTe2

C27H37BrN3O8RuSe2SiTe2 as an isolated structure (ωB97M-V/def2-TZVPD, OMol25).

Its multiplicity is 6. Its expectation value of S² is 8.796. As for the energy above the lowest of the compared OMol25 structures with the same formula, charge and spin: 165.7 kJ/mol. As for the net charge: -2. The value obtained for the highest occupied orbital energy (spin up / spin down) is -0.6332 / -3.2012 eV.

CARTESIAN COORDINATES (ANGSTROEM)
Ru -0.7606 2.5234 -1.7548
Se -3.1486 1.9139 -1.1208
Te -3.4745 4.1428 -2.2907
Te -4.8769 5.5322 -0.4886
Se -1.1171 4.9311 -1.6931
O -2.6719 1.5716 -5.0206
C -1.5842 1.6471 -4.4822
O -1.1544 2.7059 -3.8459
C -0.5529 0.5485 -4.5492
C -0.2898 -0.0785 -5.7616
C 0.7320 -1.0187 -5.7779
C 1.4987 -1.3355 -4.6741
C 1.2597 -0.6860 -3.4494
C 0.1642 0.2302 -3.3855
O -0.2671 0.7297 -2.2274
N 2.0958 -0.9574 -2.3792
O 2.0511 -0.2226 -1.3366
O 2.9166 -1.9267 -2.4891
N 1.0234 -1.7034 -7.0346
O 1.8914 -2.5601 -7.0503
O 0.3873 -1.3867 -8.0293
H -0.8690 0.1522 -6.6405
H 2.2956 -2.0586 -4.7156
C 0.4236 -0.6415 4.6570
C -0.8673 -1.0032 3.9088
C -1.4929 -2.2290 4.5880
C -1.8252 0.1819 4.1097
Si -0.4702 -1.3340 2.0380
Br -0.1086 0.7196 1.2030
C 1.1278 -2.3676 1.7776
C 1.2004 -2.9028 0.3393
C 2.3848 -1.5023 1.9670
C 1.1849 -3.5720 2.7303
C -1.9884 -2.0072 1.0565
C -3.2692 -1.2707 1.4722
C -1.8220 -1.7845 -0.4538
C -2.1984 -3.5097 1.3016
H 0.1753 -0.3829 5.6935
H 0.9148 0.2235 4.2063
H 1.1400 -1.4622 4.6859
H -1.6339 -2.0176 5.6553
H -0.8718 -3.1236 4.5083
H -2.4753 -2.4602 4.1733
H -1.8952 0.3946 5.1836
H -2.8319 -0.0234 3.7517
H -1.4737 1.0841 3.6093
H 1.1044 -2.0984 -0.3891
H 0.4567 -3.6776 0.1425
H 2.1896 -3.3401 0.1727
H 2.4716 -0.7841 1.1518
H 3.2625 -2.1572 1.9161
H 2.4158 -0.9744 2.9204
H 0.2967 -4.2051 2.6565
H 1.3100 -3.2833 3.7763
H 2.0487 -4.1888 2.4581
H -3.1659 -0.1862 1.3875
H -3.5739 -1.5133 2.4919
H -4.0847 -1.5763 0.8074
H -1.6823 -0.7314 -0.7065
H -2.7309 -2.1316 -0.9585
H -0.9796 -2.3303 -0.8745
H -2.3345 -3.7526 2.3578
H -1.3683 -4.1063 0.9211
H -3.1015 -3.8345 0.7716
N 6.5793 3.5884 -1.2519
C 5.4423 3.4203 -1.3225
C 4.0268 3.2362 -1.3948
C 3.4195 2.9459 -2.6183
C 2.0470 2.7931 -2.6825
C 1.2682 2.9156 -1.5317
C 1.8794 3.2188 -0.3215
C 3.2535 3.3709 -0.2437
H 4.0285 2.8318 -3.5058
H 1.5784 2.5619 -3.6317
H 1.2831 3.3246 0.5769
H 3.7326 3.5918 0.7015
C -1.4041 4.2727 2.6281
O -2.0332 3.7112 1.5049
H -2.0655 4.3307 3.5015
H -1.0101 5.2766 2.4253
H -0.5662 3.6221 2.8851
H -2.8702 4.1556 1.3126

---

5.
# C27H37MnN4O3Si

C27H37MnN4O3Si as an isolated structure (ωB97M-V/def2-TZVPD, OMol25).

Its multiplicity is 6. Its expectation value of S² is 8.823. As for the energy above the lowest of the compared OMol25 structures with the same formula, charge and spin: 0.0 kJ/mol. As for the net charge: +1. The value obtained for the highest occupied orbital energy (spin up / spin down) is -8.2760 / -10.1756 eV.

CARTESIAN COORDINATES (ANGSTROEM)
Mn -0.0632 -0.2550 0.0119
C 2.2952 -4.0326 5.0290
C 1.6363 -2.9920 4.1620
C 0.2860 -2.6625 4.3509
C -0.3743 -1.6748 3.6045
C -1.7370 -1.3278 3.7143
N -2.7142 -2.1526 4.2409
C -2.8112 -3.5510 3.8401
C -2.8683 -3.8053 2.3303
C -4.0074 -3.1253 1.5794
N -3.6336 -1.7871 1.0954
C -4.4216 -0.7679 1.0243
C -4.0636 0.5405 0.5480
C -4.9852 1.5910 0.6677
C -4.6640 2.8927 0.3339
C -5.6514 4.0178 0.4734
C -3.3576 3.1314 -0.1017
C -2.4022 2.1324 -0.2244
C -1.0466 2.4775 -0.6232
N -0.0328 1.6985 -0.5962
C 1.2774 2.2384 -0.9979
C 2.0735 1.1917 -1.7714
C 2.8111 0.2223 -0.8568
N 1.9204 -0.2691 0.1992
C 2.4295 -0.8351 1.2455
C 1.7072 -1.3602 2.3621
C 2.3359 -2.3435 3.1720
C 0.3862 -0.9588 2.6181
O -0.1714 0.0270 1.9720
C -2.7611 0.7951 0.0543
O -1.9527 -0.1985 -0.1236
H 1.5742 -4.4968 5.7009
H 2.7466 -4.8234 4.4285
H 3.0827 -3.5943 5.6433
H -0.2501 -3.1521 5.1544
H -2.0479 -0.3410 3.4010
H -3.6017 -1.6990 4.3757
H -1.9635 -4.1112 4.2299
H -3.6998 -3.9630 4.3224
H -1.9147 -3.5330 1.8675
H -2.9778 -4.8814 2.1819
H -4.2735 -3.7046 0.6937
H -4.9023 -3.0232 2.1971
H -2.6744 -1.6474 0.7525
H -5.4337 -0.9126 1.3952
H -5.9786 1.3704 1.0449
H -6.6655 3.6365 0.5815
H -5.4310 4.6303 1.3488
H -5.6333 4.6701 -0.3993
H -3.0693 4.1503 -0.3420
H -0.8954 3.5111 -0.9434
H 1.1255 3.1425 -1.5905
H 1.8092 2.5152 -0.0837
H 1.3969 0.6494 -2.4403
H 2.8005 1.6882 -2.4147
H 3.1913 -0.6222 -1.4360
H 3.6632 0.7279 -0.3951
H 3.5163 -0.9517 1.2613
H 3.3720 -2.6007 2.9795
C -0.9779 -4.1698 -1.8801
Si 0.3515 -3.4979 -0.7541
C 0.6530 -4.6751 0.6694
C 1.9313 -3.2656 -1.7201
O -0.1542 -2.0510 -0.1703
H -0.8319 -5.2327 -2.0823
H -0.9939 -3.6484 -2.8391
H -1.9654 -4.0509 -1.4255
H 0.0738 -5.5949 0.5656
H 0.3983 -4.2158 1.6263
H 1.7070 -4.9567 0.7248
H 2.2896 -4.2120 -2.1307
H 2.7198 -2.8791 -1.0684
H 1.8005 -2.5713 -2.5539

---

no.,E_tot (eV)
1,-130901.887
2,-131306.951
3,-629591.362
4,-275229.197
5,-79898.467